{"formula": "C40H71F3IN4O6P3", "method": "the ωB97M-V functional and the def2-TZVPD basis", "spin_multiplicity": 3, "s2": 2.01, "e_homo_ev": [-6.7775, -6.7775], "homo_lumo_gap_ev": [6.9, 6.7], "lumo_ev": [0.11, -0.08], "max_force_ev_per_a": 2.9, "e_tot_ev": -104991.5446, "charge": 0, "species": ["C", "C", "P", "C", "C", "I", "N", "C", "O", "C", "C", "C", "C", "N", "C", "C", "C", "C", "C", "C", "C", "O", "P", "C", "C", "C", "C", "C", "P", "O", "O", "C", "F", "F", "F", "H", "H", "H", "H", "H", "H", "H", "H", "H", "H", "H", "H", "H", "H", "H", "H", "H", "H", "H", "H", "H", "H", "H", "H", "H", "H", "H", "H", "H", "H", "H", "H", "H", "H", "H", "C", "C", "C", "C", "C", "C", "N", "O", "C", "C", "C", "H", "H", "H", "H", "H", "H", "H", "H", "H", "H", "H", "H", "H", "H", "H", "H", "H", "H", "C", "C", "C", "C", "C", "C", "N", "O", "C", "C", "C", "H", "H", "H", "H", "H", "H", "H", "H", "H", "H", "H", "H", "H", "H", "H", "H", "H", "H"], "positions_angstrom": [[3.2050, 2.5735, -5.0358], [4.1122, 2.0882, -3.8979], [5.7016, 1.3120, -4.5241], [5.1993, 0.4903, -6.1170], [6.2690, 0.0342, -3.2463], [8.4875, 0.3659, -3.2966], [5.9290, 0.6729, -1.9546], [6.2362, -0.3645, -1.0274], [6.9686, -0.3421, -0.0730], [5.3805, -1.5549, -1.6256], [3.9469, -1.0402, -1.1870], [2.8376, -2.0881, -1.0573], [1.4925, -1.3179, -0.8964], [0.5386, -2.0200, -0.0375], [-0.7965, -1.3803, -0.1976], [-1.5301, -1.9880, -1.3691], [-1.8175, -1.2145, -2.4596], [-2.4458, -1.7328, -3.5551], [-2.8180, -3.0508, -3.5788], [-2.5667, -3.8291, -2.4845], [-1.9332, -3.3135, -1.3947], [-1.6987, -4.1172, -0.3128], [5.8543, -2.9776, -0.5061], [5.2675, -2.7779, 1.2254], [5.1575, -4.1350, 1.9611], [5.8824, -4.6960, -1.1426], [4.6326, -5.3005, -1.8383], [5.7528, -1.4648, -3.1455], [4.1629, -2.0216, -4.0393], [4.5229, -2.3481, -5.6074], [3.0864, -0.7649, -4.1000], [6.8004, -2.4496, -3.6869], [7.8108, -2.6573, -2.8462], [6.2671, -3.6826, -3.8939], [7.2514, -2.0592, -4.8799], [2.6318, 1.7231, -5.4080], [2.4695, 3.2595, -4.6060], [3.7392, 3.1065, -5.8217], [4.4558, 2.9696, -3.3484], [3.5857, 1.4686, -3.1728], [5.3662, 1.2475, -6.8849], [5.8209, -0.3747, -6.3418], [4.1401, 0.2410, -6.1341], [6.5048, 1.4863, -1.7576], [3.5864, -0.2073, -1.7894], [4.0961, -0.6298, -0.1815], [2.9201, -2.7417, -0.1873], [2.7041, -2.7193, -1.9329], [1.0414, -1.2710, -1.8980], [1.6682, -0.2674, -0.6128], [0.8025, -1.7639, 0.9128], [-0.6237, -0.3197, -0.4265], [-1.3788, -1.4370, 0.7288], [-1.5482, -0.1629, -2.4731], [-2.6591, -1.1345, -4.4328], [-3.3058, -3.4880, -4.4396], [-2.8406, -4.8774, -2.4476], [-1.7319, -3.5807, 0.4853], [6.0084, -2.1934, 1.7713], [4.3074, -2.2624, 1.3518], [6.1721, -4.5296, 2.0518], [4.5004, -4.8333, 1.4440], [4.7941, -3.9564, 2.9741], [6.0948, -5.3355, -0.2826], [6.7644, -4.8035, -1.7701], [3.7175, -4.7289, -1.6974], [4.7863, -5.4933, -2.9009], [4.4366, -6.2899, -1.4058], [3.7586, -2.8108, -5.9695], [2.2701, -1.1013, -3.7117], [-6.3334, -1.5756, 0.0890], [-5.3064, -0.8841, 1.0162], [-4.5872, -1.9386, 1.8608], [-5.4529, -2.5160, 2.9795], [-6.0482, -1.3973, 3.8331], [-6.7944, -0.3421, 3.0120], [-5.9774, 0.1475, 1.8621], [-5.0668, 0.9566, 2.3117], [-8.1336, -0.9212, 2.5158], [-7.2006, 0.8106, 3.9295], [-4.3007, -0.2409, 0.0647], [-7.1207, -0.8830, -0.2115], [-5.8551, -1.9284, -0.8247], [-6.7967, -2.4529, 0.5377], [-3.6891, -1.4991, 2.3104], [-4.2406, -2.7490, 1.2124], [-6.2460, -3.1457, 2.5677], [-4.8461, -3.1696, 3.6096], [-6.7248, -1.8247, 4.5763], [-5.2386, -0.9203, 4.3953], [-8.6324, -0.2250, 1.8398], [-8.8018, -1.0968, 3.3594], [-8.0399, -1.8791, 2.0108], [-6.3486, 1.2576, 4.4407], [-7.8794, 0.4483, 4.7014], [-7.7156, 1.5944, 3.3710], [-4.7776, 0.5215, -0.5552], [-3.8814, -0.9942, -0.6007], [-3.4602, 0.2186, 0.5864], [-3.2339, 5.2221, 1.7991], [-2.3000, 4.1364, 2.3834], [-2.7841, 3.7373, 3.7794], [-2.4948, 4.7925, 4.8465], [-1.0179, 5.1856, 4.8355], [-0.5186, 5.6128, 3.4529], [-0.8859, 4.6216, 2.3984], [-0.0949, 3.5960, 2.5016], [-1.0807, 7.0054, 3.1062], [0.9943, 5.8223, 3.5084], [-2.4643, 2.9440, 1.4465], [-2.7254, 5.8076, 1.0318], [-4.1060, 4.7697, 1.3275], [-3.6257, 5.9042, 2.5522], [-2.3047, 2.8000, 4.0798], [-3.8569, 3.5335, 3.7477], [-3.1243, 5.6741, 4.6979], [-2.7574, 4.3966, 5.8298], [-0.8493, 5.9953, 5.5494], [-0.4278, 4.3354, 5.1930], [-0.8268, 7.2840, 2.0823], [-0.6519, 7.7584, 3.7684], [-2.1578, 7.0885, 3.2253], [1.5265, 4.9346, 3.8472], [1.2320, 6.6221, 4.2098], [1.3877, 6.1058, 2.5305], [-2.1238, 3.1870, 0.4366], [-3.5125, 2.6560, 1.3851], [-1.9209, 2.0635, 1.7895]], "atomic_forces_ev_per_a": [[-0.3977, -0.3527, 0.7733], [0.4565, 0.0489, 0.1795], [0.1391, 0.8059, -0.8047], [-0.0613, 0.2363, 0.4206], [-0.5408, 1.1074, -0.1074], [0.1829, -0.3401, -0.3464], [0.9729, -0.9862, 0.6337], [-0.1988, -0.3932, -0.5901], [-1.0468, 0.4636, -0.6556], [-0.1476, 0.1782, 1.8356], [0.0295, -0.8844, -0.1682], [-1.2660, 0.7393, 0.2472], [0.3652, -0.5571, -0.8148], [-0.3498, 0.9457, 0.6566], [0.4833, -0.2041, -0.5878], [0.2949, 0.3926, 0.7322], [0.2360, 1.0681, -0.2790], [-0.5122, 0.2853, -1.4089], [-0.2653, -0.3042, -0.4922], [-0.2581, -1.5118, 0.0319], [0.5456, 0.3020, 1.2964], [-0.4214, -0.3235, -0.1024], [2.8774, -0.3325, -0.0258], [-1.1299, -0.3278, 0.3955], [0.4709, 0.5979, -0.2348], [-1.5380, -0.3950, -0.3627], [0.1533, -0.7678, 0.2161], [-0.2263, 1.1044, -0.3984], [-1.4803, -1.8589, 0.6393], [0.3689, 0.9570, 0.2205], [0.7987, 0.3061, -0.3589], [-0.3218, -0.7127, 0.4009], [0.2881, 0.2577, -0.2014], [-0.1301, 0.1529, 0.0772], [0.2375, 0.1828, 0.0448], [0.1578, 0.1450, -0.4113], [0.0703, 0.0637, -0.1106], [0.0057, -0.1831, -0.0772], [0.0663, -0.1209, 0.0462], [-0.1205, -0.0395, -0.2296], [0.1045, -0.0458, 0.0334], [-0.0826, 0.0343, 0.0207], [0.1532, -0.2907, -0.0138], [-0.1091, 0.1061, -0.2214], [0.2469, -0.0488, -0.0927], [-0.0567, 0.0843, -0.0807], [0.3887, 0.0369, -0.0696], [0.4195, -0.1295, 0.0914], [-0.1170, 0.1081, 0.1221], [-0.0842, -0.1296, 0.2795], [0.2010, -0.4511, 0.0179], [-0.4453, 0.0638, 0.2177], [0.1234, -0.1125, 0.0069], [0.0846, -0.0333, 0.1492], [0.0804, 0.2078, 0.1351], [-0.0217, 0.0855, -0.0477], [-0.0757, 0.0403, -0.0680], [0.2962, -0.0229, 0.0216], [0.0347, 0.1733, -0.3394], [0.0610, 0.0207, -0.2296], [-0.1930, -0.3783, -0.0495], [0.0536, -0.0679, 0.0929], [-0.0806, -0.0722, -0.0620], [0.1114, 0.4156, 0.2236], [-0.0511, 0.2407, -0.0385], [0.1430, 0.1618, -0.0779], [-0.0157, 0.3267, -0.0101], [-0.0429, 0.0772, -0.0345], [0.0972, -0.1466, -0.0441], [-0.0076, 0.0444, 0.0291], [-0.2575, -0.1293, 0.0671], [-0.4701, -0.9202, -1.6957], [0.0793, -0.0711, 0.5635], [-0.0343, 0.0814, -0.0207], [0.5239, -0.2090, -0.1064], [-1.8469, -0.3699, 0.2822], [2.0061, -0.3204, 1.5385], [-0.4374, 0.5745, -0.3316], [-0.0131, -0.2654, -0.2320], [0.4578, 0.4500, -0.0020], [0.2673, 0.5371, 0.2376], [0.0058, 0.0105, 0.0490], [0.1561, 0.0576, 0.0707], [-0.0623, 0.0728, 0.0480], [-0.0681, 0.1614, -0.0265], [-0.0783, 0.1011, -0.1599], [-0.0049, 0.0324, -0.0287], [-0.0150, -0.0100, -0.0153], [-0.1190, 0.1212, -0.0467], [-0.0193, 0.1341, -0.0969], [0.0482, 0.0116, -0.0093], [0.0981, 0.1066, 0.0842], [0.0477, 0.0510, -0.0657], [0.0507, 0.0112, -0.1488], [-0.0250, -0.1539, -0.1007], [0.0346, -0.0126, -0.0257], [-0.0124, 0.0094, 0.0391], [-0.1872, -0.1319, 0.0431], [-0.1370, 0.0918, 0.0829], [-0.0223, 0.2954, 0.0756], [-1.5829, 0.5278, -0.9319], [0.2573, 0.0490, 0.5323], [0.0738, 0.0143, -0.0907], [-0.3229, -0.4520, 0.1355], [0.1053, 1.8830, 0.0794], [0.3832, -1.7548, 1.7707], [0.2184, 0.2517, -0.6882], [-0.3419, 0.0606, -0.0453], [0.2967, -0.5317, -0.1463], [0.5234, -0.3805, -0.1543], [0.0358, -0.0007, 0.0389], [0.0640, -0.1656, 0.0592], [0.0928, 0.0454, -0.0123], [0.0960, 0.0133, -0.1244], [0.0145, -0.0169, -0.2049], [0.0139, 0.0007, -0.0333], [-0.0157, 0.0140, -0.0098], [0.0945, 0.0846, -0.1266], [0.0525, -0.0212, -0.1578], [-0.0020, -0.0502, -0.0051], [0.1211, -0.1127, 0.0297], [0.0005, -0.0607, -0.0724], [-0.0813, -0.0628, -0.1227], [-0.1796, 0.0525, -0.0046], [-0.0286, -0.0359, -0.0078], [0.0600, 0.0353, 0.0390], [-0.0439, 0.1457, 0.1343], [0.1252, 0.1071, 0.0100]], "mulliken_spin": [0.00, 0.00, 0.00, 0.00, 0.00, 0.00, 0.00, 0.00, 0.00, 0.00, 0.00, 0.00, 0.00, 0.00, 0.00, 0.00, 0.00, 0.00, 0.00, 0.00, 0.00, 0.00, 0.00, 0.00, 0.00, 0.00, 0.00, 0.00, 0.00, 0.00, 0.00, 0.00, 0.00, 0.00, 0.00, 0.00, 0.00, 0.00, 0.00, 0.00, 0.00, 0.00, 0.00, 0.00, 0.00, 0.00, 0.00, 0.00, 0.00, 0.00, 0.00, 0.00, 0.00, 0.00, 0.00, 0.00, 0.00, 0.00, 0.00, 0.00, 0.00, 0.00, 0.00, 0.00, 0.00, 0.00, 0.00, 0.00, 0.00, 0.00, 0.01, 0.04, 0.02, -0.02, 0.02, 0.04, 0.36, 0.55, 0.00, 0.00, -0.03, -0.01, 0.00, 0.00, 0.00, 0.00, 0.00, 0.00, 0.00, 0.01, -0.01, 0.00, 0.00, 0.00, 0.00, 0.00, 0.00, 0.00, 0.01, 0.02, 0.03, 0.03, -0.02, 0.02, 0.03, 0.35, 0.58, 0.01, -0.01, 0.00, -0.01, 0.00, 0.00, 0.00, 0.00, 0.00, 0.00, 0.00, 0.01, -0.01, 0.00, 0.00, 0.00, 0.00, 0.00, -0.01, -0.01, 0.00]}